Entry 1:
C24H58O11S | wB97M-V/def2-TZVPD

Atoms and positions in Å:
C1 -2.28 3.06 4.38
C2 -2.84 1.70 3.98
C3 -3.68 1.74 2.70
C4 -4.29 0.36 2.37
C5 -3.61 -0.28 1.14
C6 -4.12 -1.72 0.89
C7 -3.04 -2.81 0.75
C8 -1.83 -2.36 -0.04
O1 -1.01 -3.52 -0.37
S1 0.48 -3.56 0.21
O2 1.09 -2.29 -0.14
O3 0.13 -3.41 1.80
H1 -1.79 3.53 3.52
H2 -3.03 3.72 4.79
H3 -1.51 2.92 5.14
H4 -2.00 1.01 3.81
H5 -3.45 1.27 4.78
H6 -4.49 2.47 2.82
H7 -3.05 2.07 1.88
H8 -4.10 -0.31 3.21
H9 -5.36 0.43 2.16
H10 -3.81 0.35 0.28
H11 -2.54 -0.24 1.33
H12 -4.78 -1.99 1.71
H13 -4.74 -1.72 -0.01
H14 -2.74 -3.18 1.73
H15 -3.49 -3.66 0.22
H16 -2.13 -1.91 -0.98
H17 -1.23 -1.66 0.54
H18 0.49 -4.20 2.22
C9 -0.74 -2.21 -4.79
O4 0.13 -1.32 -4.12
C10 1.05 -1.98 -3.25
C11 2.40 -2.18 -3.90
O5 2.34 -3.03 -5.03
C12 2.29 -2.34 -6.26
H19 -1.18 -1.67 -5.63
H20 -0.22 -3.09 -5.17
H21 -1.55 -2.54 -4.13
H22 0.63 -2.94 -2.92
H23 1.17 -1.35 -2.37
H24 3.07 -2.65 -3.17
H25 2.84 -1.21 -4.17
H26 3.29 -1.98 -6.54
H27 1.61 -1.49 -6.22
H28 1.95 -3.03 -7.03
C13 3.08 -6.07 -1.48
O6 2.67 -6.28 -0.14
C14 2.26 -7.61 0.13
C15 3.35 -8.44 0.78
O7 4.47 -8.61 -0.06
C16 5.53 -7.71 0.21
H29 3.65 -5.14 -1.51
H30 3.71 -6.88 -1.85
H31 2.20 -5.96 -2.13
H32 1.92 -8.10 -0.79
H33 1.41 -7.56 0.81
H34 2.95 -9.43 1.00
H35 3.65 -7.98 1.73
H36 6.09 -8.04 1.09
H37 5.17 -6.69 0.37
H38 6.20 -7.72 -0.65
C17 1.95 1.52 -3.65
O8 3.36 1.37 -3.74
C18 3.89 1.74 -5.01
C19 4.45 3.14 -5.01
O9 3.46 4.13 -4.78
C20 3.41 4.57 -3.43
H39 1.69 1.51 -2.59
H40 1.61 2.45 -4.09
H41 1.46 0.68 -4.14
H42 3.12 1.64 -5.78
H43 4.69 1.04 -5.24
H44 4.88 3.34 -6.00
H45 5.26 3.22 -4.28
H46 4.23 5.28 -3.23
H47 3.48 3.74 -2.73
H48 2.46 5.08 -3.29
C21 -2.08 8.92 6.42
O10 -3.24 9.15 5.64
C22 -3.17 8.58 4.34
C23 -3.90 7.26 4.26
O11 -3.31 6.27 5.08
C24 -3.97 6.10 6.33
H49 -2.34 9.13 7.46
H50 -1.74 7.88 6.34
H51 -1.27 9.59 6.12
H52 -2.13 8.46 4.03
H53 -3.65 9.29 3.65
H54 -3.85 6.90 3.23
H55 -4.96 7.39 4.52
H56 -4.89 5.50 6.20
H57 -4.22 7.05 6.79
H58 -3.29 5.56 6.99

Its spin multiplicity is 1. For the gap between HOMO and LUMO, the calculation gives 9.417 eV. Its total energy is -2174.8518 Eh. The HOMO energy is -9.0 eV. The LUMO energy is 0.41 eV.

Mulliken population analysis, charges in e, atoms 1 to 2: C -1.1750; C -0.3052

=====

Entry 2:
C27H49N8S2SbSi3Sn | wB97M-V/def2-TZVPD

Atoms and positions in Å:
Sn1 0.66 0.14 1.50
C1 -3.12 -4.76 3.79
C2 -1.91 -4.06 4.40
N1 -1.89 -2.64 4.05
C3 -0.88 -2.01 3.44
S1 -1.19 -0.30 3.14
N2 0.20 -2.70 3.16
N3 1.22 -1.98 2.59
C4 2.31 -2.62 2.37
C5 2.48 -4.08 2.66
C6 3.45 -1.81 1.86
C7 4.71 -2.36 1.64
C8 5.74 -1.55 1.19
C9 5.49 -0.21 0.95
C10 4.21 0.26 1.19
N4 3.22 -0.51 1.64
H1 -3.18 -5.79 4.16
H2 -3.04 -4.79 2.71
H3 -4.04 -4.25 4.06
H4 -0.98 -4.50 4.05
H5 -1.93 -4.15 5.49
H6 -2.72 -2.10 4.23
H7 2.85 -4.23 3.67
H8 3.18 -4.54 1.97
H9 1.52 -4.57 2.59
H10 4.90 -3.41 1.84
H11 6.73 -1.96 1.03
H12 6.26 0.46 0.59
H13 3.96 1.30 1.03
C11 -0.70 4.69 2.49
C12 -0.13 3.32 2.29
N5 -0.58 2.44 1.47
N6 -1.69 2.87 0.76
C13 -2.26 2.09 -0.09
N7 -3.30 2.60 -0.82
S2 -1.84 0.39 -0.47
C14 1.03 2.92 3.15
C15 1.60 3.84 4.02
C16 2.61 3.44 4.88
C17 3.03 2.12 4.85
C18 2.44 1.26 3.94
N8 1.49 1.65 3.09
H14 -1.59 4.82 1.90
H15 -0.94 4.84 3.54
H16 0.03 5.45 2.21
H17 -3.65 3.49 -0.49
H18 -4.01 1.94 -1.08
H19 1.24 4.86 4.04
H20 3.05 4.14 5.56
H21 3.79 1.75 5.52
H22 2.74 0.23 3.87
C19 0.37 -2.01 -4.64
Si1 0.45 -1.36 -2.90
C20 2.12 -0.64 -2.54
C21 -0.01 -2.63 -1.63
Sb1 -1.36 0.52 -2.88
Si2 -3.63 -0.60 -3.64
C22 -3.82 -2.00 -2.45
C23 -4.89 0.74 -3.46
C24 -3.37 -1.14 -5.38
Si3 -0.10 2.82 -3.11
C25 1.09 2.79 -1.70
C26 -1.29 4.22 -3.06
C27 0.69 2.59 -4.77
H23 1.24 -2.64 -4.83
H24 0.37 -1.21 -5.38
H25 -0.52 -2.62 -4.80
H26 2.87 -1.38 -2.83
H27 2.24 -0.42 -1.47
H28 2.33 0.27 -3.11
H29 0.76 -3.41 -1.64
H30 -0.97 -3.10 -1.84
H31 -0.04 -2.20 -0.63
H32 -3.74 -1.68 -1.41
H33 -3.08 -2.77 -2.64
H34 -4.81 -2.45 -2.59
H35 -5.25 0.81 -2.43
H36 -5.76 0.52 -4.09
H37 -4.50 1.71 -3.77
H38 -2.77 -2.05 -5.43
H39 -2.88 -0.38 -5.99
H40 -4.34 -1.35 -5.84
H41 0.60 2.52 -0.76
H42 1.50 3.80 -1.59
H43 1.91 2.10 -1.87
H44 -1.49 4.53 -2.03
H45 -2.24 3.98 -3.54
H46 -0.84 5.06 -3.60
H47 1.30 1.69 -4.83
H48 1.34 3.45 -4.97
H49 -0.07 2.56 -5.56

Its spin multiplicity is 1. The total charge is +2. For the gap between HOMO and LUMO, the calculation gives 6.861 eV. Its total energy is -3615.3599 Eh. The HOMO energy is -12.2 eV. The relative energy (zero: lowest compared OMol25 entry of this formula, charge and spin) is 0.0 kJ/mol. The LUMO energy is -5.34 eV.

Mulliken population analysis, charges in e, atoms 1 to 2: Sn 0.8635; C -1.1054

=====

Entry 3:
C50H62CoGeN4OS | wB97M-V/def2-TZVPD

Atoms and positions in Å:
Co1 0.22 0.62 -0.03
C1 -2.33 -1.80 -4.90
C2 -3.14 -0.60 -4.39
C3 -2.31 0.25 -3.47
C4 -1.64 1.40 -3.78
C5 -1.67 2.18 -5.06
C6 -2.73 3.30 -5.01
C7 -0.94 1.79 -2.58
N1 -1.13 0.88 -1.60
C8 -2.01 -0.04 -2.09
C9 -2.67 -1.00 -1.33
C10 -2.49 -1.25 0.02
C11 -3.14 -2.33 0.75
C12 -4.23 -3.21 0.23
C13 -5.62 -2.59 0.44
C14 -2.55 -2.37 1.97
C15 -1.54 -1.32 1.96
C16 -0.57 -1.17 2.94
C17 0.45 -0.22 2.96
N2 0.62 0.75 2.02
C18 1.51 1.63 2.54
C19 1.80 2.86 1.96
C20 1.29 3.32 0.75
N3 0.56 2.58 -0.13
C21 0.36 3.37 -1.21
C22 -0.26 2.99 -2.39
C23 0.93 4.69 -1.00
C24 1.51 4.65 0.23
C25 2.24 5.75 0.95
C26 1.39 6.38 2.06
C27 0.84 5.83 -1.96
C28 -0.55 6.49 -1.95
C29 1.99 1.18 3.82
C30 1.33 0.01 4.07
C31 1.46 -0.87 5.28
C32 0.48 -0.50 6.39
C33 3.00 1.87 4.67
C34 4.43 1.70 4.12
N4 -1.58 -0.63 0.80
C35 -2.84 -3.27 3.12
C36 -3.63 -2.54 4.22
H1 -2.92 -2.41 -5.59
H2 -2.02 -2.43 -4.06
H3 -1.43 -1.46 -5.41
H4 -4.03 -0.95 -3.87
H5 -3.47 0.00 -5.24
H6 -1.89 1.52 -5.89
H7 -0.69 2.62 -5.25
H8 -3.72 2.87 -4.89
H9 -2.71 3.89 -5.93
H10 -2.54 3.97 -4.17
H11 -3.39 -1.62 -1.86
H12 -4.19 -4.18 0.73
H13 -4.07 -3.40 -0.84
H14 -5.81 -2.44 1.50
H15 -6.40 -3.23 0.03
H16 -5.67 -1.62 -0.06
H17 -0.61 -1.85 3.78
H18 2.43 3.54 2.52
H19 -0.26 3.69 -3.21
H20 2.52 6.52 0.24
H21 3.16 5.36 1.38
H22 0.50 6.84 1.65
H23 1.96 7.16 2.59
H24 1.08 5.63 2.79
H25 1.06 5.49 -2.97
H26 1.58 6.59 -1.70
H27 -1.32 5.76 -2.21
H28 -0.60 7.31 -2.67
H29 -0.78 6.88 -0.96
H30 2.48 -0.80 5.67
H31 1.30 -1.91 4.99
H32 0.63 0.54 6.69
H33 0.61 -1.13 7.27
H34 -0.55 -0.60 6.04
H35 2.96 1.48 5.68
H36 2.77 2.94 4.73
H37 4.71 0.65 4.12
H38 5.15 2.26 4.73
H39 4.49 2.07 3.09
H40 -1.91 -3.66 3.54
H41 -3.42 -4.14 2.78
H42 -3.06 -1.69 4.59
H43 -3.84 -3.21 5.06
H44 -4.57 -2.17 3.83
C37 -1.44 -8.75 0.30
C38 -1.00 -8.70 -1.13
O1 -1.70 -8.83 -2.09
S1 0.80 -8.36 -1.31
C39 0.70 -6.60 -1.04
C40 1.38 -6.03 0.03
C41 1.35 -4.66 0.23
C42 0.62 -3.83 -0.64
C43 -0.07 -4.43 -1.71
C44 -0.03 -5.79 -1.91
C45 0.56 -2.43 -0.43
C46 0.42 -1.23 -0.26
H45 -2.51 -8.97 0.36
H46 -1.23 -7.79 0.78
H47 -0.87 -9.52 0.82
H48 1.94 -6.67 0.70
H49 1.89 -4.21 1.05
H50 -0.63 -3.79 -2.38
H51 -0.56 -6.25 -2.74
C47 4.87 0.37 -2.21
Ge1 3.44 1.60 -1.55
C48 2.98 2.74 -3.11
C49 4.36 2.77 -0.25
C50 2.09 0.32 -0.92
H52 5.71 0.93 -2.62
H53 4.48 -0.28 -2.99
H54 5.23 -0.25 -1.39
H55 3.90 3.07 -3.59
H56 2.41 3.61 -2.79
H57 2.38 2.18 -3.84
H58 5.31 3.09 -0.68
H59 4.55 2.25 0.69
H60 3.76 3.66 -0.04
H61 2.64 -0.30 -0.21
H62 1.91 -0.30 -1.80

Its spin multiplicity is 1. The total charge is -1. For the gap between HOMO and LUMO (alpha / beta), the calculation gives 5.785 / 5.690 eV. Its total energy is -6094.6168 Eh. The HOMO energy (alpha / beta) is -3.9 / -3.9 eV. The relative energy (zero: lowest compared OMol25 entry of this formula, charge and spin) is 240.7 kJ/mol. The LUMO energy (alpha / beta) is 1.85 / 1.83 eV.

Mulliken population analysis, charges in e, atoms 1 to 2: Co 0.1517; C -0.6830

=====

Entry 4:
C15H18Br2O4 | wB97M-V/def2-TZVPD

Atoms and positions in Å:
C1 -3.61 0.31 -5.58
C2 -4.20 -0.38 -4.42
O1 -3.16 -0.85 -3.51
C3 -3.16 -0.24 -2.26
O2 -4.22 0.08 -1.67
C4 -1.93 -0.19 -1.42
C5 -1.75 -1.08 -0.21
C6 -1.96 0.42 0.02
C7 -0.81 1.27 0.46
C8 0.38 0.63 1.28
C9 0.00 0.31 2.63
Br1 -1.82 0.47 3.31
C10 1.06 -0.05 3.39
C11 2.43 -0.13 3.03
O3 3.35 -0.69 3.86
C12 4.29 0.14 4.33
C13 2.79 0.24 1.74
O4 4.15 0.20 1.40
C14 4.58 -1.14 0.95
C15 1.77 0.64 0.81
Br2 2.28 1.28 -0.97
H1 -2.87 -0.24 -6.22
H2 -4.28 0.72 -6.30
H3 -3.05 1.11 -5.14
H4 -4.94 -1.10 -4.54
H5 -4.87 0.42 -3.94
H6 -1.12 0.20 -2.10
H7 -2.67 -1.65 0.03
H8 -0.74 -1.59 -0.13
H9 -2.92 0.93 0.28
H10 -1.17 2.07 1.12
H11 -0.44 1.67 -0.52
H12 0.82 -0.34 4.34
H13 4.14 0.31 5.36
H14 4.33 1.05 3.73
H15 5.32 -0.31 4.29
H16 3.74 -1.74 0.65
H17 5.05 -1.63 1.81
H18 5.22 -1.11 0.09

Its SMILES is CCOC(=O)[C@@H]1C[C@H]1Cc1c(Br)cc(OC)c(OC)c1Br. Its spin multiplicity is 1. For the gap between HOMO and LUMO, the calculation gives 9.446 eV. Its total energy is -6031.2149 Eh. The HOMO energy is -9.0 eV. The relative energy (zero: lowest compared OMol25 entry of this formula, charge and spin) is 232.2 kJ/mol. The LUMO energy is 0.41 eV.

Mulliken population analysis, charges in e, atoms 1 to 2: C -1.0973; C -0.3483

=====

Entry 5:
C39H62BN11O6S2V | wB97M-V/def2-TZVPD

Atoms and positions in Å:
V1 0.75 0.47 0.75
C1 2.37 3.99 -0.37
C2 2.67 2.67 -1.13
C3 3.36 2.94 -2.45
C4 3.40 1.70 -0.33
C5 4.71 1.23 -0.29
C6 4.78 0.23 0.68
C7 6.12 -0.34 1.13
C8 5.98 -1.55 2.08
C9 6.99 -0.73 -0.08
N1 3.57 0.12 1.26
N2 2.70 1.03 0.68
B1 2.74 -1.18 1.69
N3 1.47 -0.60 2.42
N4 0.11 -0.88 1.92
C10 -0.71 -0.96 3.00
C11 0.03 -0.70 4.14
C12 1.37 -0.40 3.78
C13 2.53 0.04 4.57
C14 3.05 1.54 4.37
C15 2.23 -0.15 6.08
C16 -2.10 -1.43 2.89
C17 -2.22 -2.83 3.54
C18 -2.67 -1.54 1.43
N5 2.17 -1.78 0.40
N6 1.53 -0.90 -0.49
C19 1.14 -1.54 -1.61
C20 1.53 -2.85 -1.46
C21 2.02 -2.98 -0.16
C22 2.22 -4.29 0.38
C23 3.36 -4.97 -0.40
C24 2.26 -4.40 1.93
C25 0.63 -0.77 -2.79
C26 -0.87 -0.92 -2.77
C27 1.34 -1.25 -4.06
H1 1.72 4.69 -0.95
H2 3.27 4.55 -0.12
H3 1.92 3.78 0.61
H4 1.61 2.29 -1.33
H5 3.78 2.01 -2.92
H6 4.19 3.59 -2.27
H7 2.65 3.47 -3.09
H8 5.58 1.58 -0.81
H9 6.59 0.54 1.54
H10 5.16 -2.28 1.76
H11 5.90 -1.30 3.13
H12 6.88 -2.13 1.92
H13 6.41 -1.37 -0.74
H14 7.93 -1.27 0.19
H15 7.26 0.12 -0.71
H16 3.50 -1.80 2.55
H17 -0.42 -0.58 5.12
H18 3.36 -0.64 4.31
H19 2.46 2.33 4.89
H20 3.01 1.71 3.27
H21 4.12 1.61 4.72
H22 1.32 0.37 6.45
H23 3.08 0.31 6.59
H24 2.03 -1.22 6.25
H25 -2.71 -0.79 3.51
H26 -1.35 -3.44 3.28
H27 -3.14 -3.30 3.19
H28 -2.27 -2.70 4.63
H29 -1.94 -2.00 0.77
H30 -2.93 -0.63 0.96
H31 -3.54 -2.20 1.48
H32 1.43 -3.60 -2.30
H33 1.27 -4.84 0.08
H34 4.00 -4.18 -0.88
H35 3.06 -5.69 -1.19
H36 3.92 -5.53 0.37
H37 3.29 -4.24 2.27
H38 2.02 -5.47 2.21
H39 1.65 -3.72 2.50
H40 0.80 0.34 -2.66
H41 -1.14 -1.98 -2.92
H42 -1.41 -0.49 -3.65
H43 -1.18 -0.46 -1.87
H44 1.11 -2.34 -4.19
H45 2.42 -1.17 -3.88
H46 1.09 -0.63 -4.93
C28 -1.97 4.00 -7.32
O1 -0.91 4.11 -6.49
C29 -0.97 3.74 -5.17
O2 0.05 3.33 -4.62
N7 -2.11 3.89 -4.53
N8 -0.42 1.98 0.47
H47 -1.63 4.04 -8.40
H48 -2.71 4.79 -7.14
H49 -2.47 3.02 -7.28
H50 -2.98 4.17 -5.00
H51 -3.85 1.62 -2.32
H52 -2.13 3.69 -3.49
O3 0.13 -5.10 5.06
H53 -0.61 -5.14 4.47
H54 0.43 -6.05 5.13
N9 -6.96 3.02 3.31
C30 -6.84 2.61 1.99
C31 -5.64 2.01 1.42
C32 -5.43 1.96 0.10
C33 -6.45 2.39 -0.80
C34 -7.62 2.88 -0.30
C35 -7.88 2.87 1.07
S1 -6.19 2.12 -2.52
O4 -7.22 1.22 -2.92
O5 -5.94 3.37 -3.18
N10 -4.77 1.16 -2.54
C36 -4.70 -0.12 -3.04
S2 -5.95 -0.79 -4.15
C37 -4.88 -2.08 -4.48
C38 -3.82 -2.04 -3.65
N11 -3.71 -0.96 -2.87
H55 -6.33 2.70 4.00
H56 -7.08 4.04 3.38
H57 -4.88 1.68 2.07
H58 -4.51 1.66 -0.29
H59 -8.43 3.25 -0.97
H60 -8.84 3.20 1.51
H61 -5.27 -2.75 -5.22
H62 -3.02 -2.79 -3.70
O6 -2.42 3.27 0.16
C39 -1.36 2.70 0.31

Its spin multiplicity is 4. For the gap between HOMO and LUMO (alpha / beta), the calculation gives 6.649 / 8.726 eV. Its total energy is -4342.2667 Eh. The HOMO energy (alpha / beta) is -6.2 / -8.3 eV. The relative energy (zero: lowest compared OMol25 entry of this formula, charge and spin) is 0.0 kJ/mol. The LUMO energy (alpha / beta) is 0.44 / 0.42 eV.

Mulliken population analysis, charges in e, atoms 1 to 2: V 0.0584; C -1.5222

=====

Entry 6:
C2H4NO4S | wB97M-V/def2-TZVPD

Atoms and positions in Å:
C1 1.18 0.38 0.28
C2 0.02 -0.19 -0.42
N1 -0.14 -1.55 -0.33
O1 -1.09 -2.11 -0.89
O2 -1.26 2.18 -0.42
O3 0.47 -2.22 0.58
O4 -1.75 0.78 1.52
S1 -1.75 0.85 0.05
H1 1.09 0.51 1.36
H2 1.97 -0.31 0.11
H3 1.30 1.33 -0.09
H4 -0.05 0.34 -1.76

Its spin multiplicity is 1. The total charge is -1. For the gap between HOMO and LUMO (alpha / beta), the calculation gives 7.777 / 7.775 eV. Its total energy is -832.4186 Eh. The HOMO energy (alpha / beta) is -4.3 / -4.3 eV. The relative energy (zero: lowest compared OMol25 entry of this formula, charge and spin) is 447.4 kJ/mol. The LUMO energy (alpha / beta) is 3.48 / 3.47 eV.

Mulliken population analysis, charges in e, atoms 1 to 2: C -1.2969; C -0.1069